Entry 1:
20
Properties=species:S:1:pos:R:3:forces:R:3 method="wB97M-V/def2-TZVPD" total_charge=0 smiles=CSCCCN.O lumo_ha=0.0251 spin_multiplicity=1 orbital_gap_ha=0.336 de_lowest_kj_mol=117.3 fmax_ev_per_a=1.84 e_tot_ha=-688.34403
C 1.15976 -2.63410 1.40145 -0.691 -0.928 -0.473
S 1.30437 -1.06161 2.25077 0.528 0.556 0.318
C 0.44271 0.01564 1.03265 0.411 -0.842 -0.064
C 0.97526 -0.25434 -0.38410 -1.032 -0.212 -0.820
C 0.82507 1.00940 -1.22991 0.579 1.062 -1.391
N -0.55516 1.51630 -1.41588 0.521 -0.920 0.019
H 0.34569 -2.51514 0.69626 -0.120 -0.129 -0.232
H 2.00202 -3.07120 0.85330 0.253 0.769 0.121
H 0.82791 -3.44970 2.04378 0.008 0.316 0.491
H -0.60920 -0.14585 1.27986 -0.089 -0.007 -0.825
H 0.63000 1.07403 1.13299 0.345 0.251 1.106
H 1.99631 -0.63942 -0.32071 0.048 0.427 -0.043
H 0.40511 -1.03748 -0.89676 -0.002 -0.045 0.147
H 1.23429 0.96787 -2.27820 -0.121 -0.639 0.990
H 1.42295 1.83201 -0.81938 -0.036 -0.150 0.430
H -1.15442 1.14288 -0.68883 -0.131 0.374 0.028
H -0.89861 1.07661 -2.26418 -0.228 0.167 0.046
O -3.20954 1.92617 -0.33182 0.439 -0.228 -0.939
H -3.82809 2.60193 -0.63364 -0.006 -0.258 0.759
H -3.31644 1.64602 0.57235 -0.677 0.437 0.334

---

Entry 2:
20
Properties=species:S:1:pos:R:3:forces:R:3 method="wB97M-V/def2-TZVPD" total_charge=0 smiles=NCCO.CSC lumo_ha=0.0331 spin_multiplicity=1 orbital_gap_ha=0.358 de_lowest_kj_mol=83.8 fmax_ev_per_a=1.13 e_tot_ha=-688.35679
N 2.43238 -1.29785 -1.33394 0.172 0.185 -0.205
C 1.80592 -1.79738 -0.12178 -0.658 0.092 0.604
C 1.41797 -0.60846 0.77704 0.651 -0.549 -0.740
O 0.36616 -0.93293 1.64935 -0.133 0.190 0.241
H 2.73175 -2.05387 -1.93154 -0.059 -0.167 -0.073
H 3.27778 -0.78451 -1.11154 -0.010 0.060 0.066
H 2.43104 -2.49733 0.44064 0.001 -0.074 0.062
H 0.87168 -2.31090 -0.36235 0.102 -0.038 -0.185
H 1.13250 0.18874 0.08768 0.015 0.215 0.122
H 2.32785 -0.33598 1.32219 -0.081 0.392 0.157
H -0.09122 -0.09351 1.83398 0.011 -0.401 -0.111
C -3.03935 1.02986 0.76205 0.138 0.276 0.739
S -1.37343 1.73836 0.74234 -0.277 0.102 -0.299
C -1.09256 1.75065 -1.05443 0.087 -0.029 0.547
H -3.04002 -0.01190 0.45413 -0.072 0.053 -0.303
H -3.73588 1.66791 0.22274 0.045 -0.202 -0.323
H -3.36808 1.05966 1.80335 0.100 -0.058 -0.004
H -0.09363 2.15429 -1.20556 0.002 -0.028 -0.094
H -1.13966 0.73540 -1.44137 -0.002 0.022 -0.116
H -1.82119 2.39974 -1.53298 -0.032 -0.043 -0.084

---

Entry 3:
20
Properties=species:S:1:pos:R:3:forces:R:3 method="wB97M-V/def2-TZVPD" total_charge=0 smiles=C[C@H](N)CCS.O lumo_ha=0.0234 spin_multiplicity=1 orbital_gap_ha=0.342 de_lowest_kj_mol=30.5 fmax_ev_per_a=0.76 e_tot_ha=-688.37711
C 2.39964 0.46506 -0.59410 -0.306 0.371 0.133
C 0.97129 -0.04892 -0.41428 0.400 -0.442 0.245
N 0.05241 0.99708 -0.79744 0.022 0.260 -0.398
C 0.77466 -0.53519 1.04230 0.086 -0.109 -0.649
C -0.68846 -0.74750 1.43576 0.696 0.315 0.003
S -1.57807 -1.85974 0.30281 0.204 0.113 0.103
H 2.58164 1.23319 0.15911 0.122 0.148 0.032
H 3.15310 -0.29835 -0.46071 0.151 -0.333 0.041
H 2.52267 0.93574 -1.56814 -0.031 -0.129 -0.062
H 0.85274 -0.91959 -1.06348 -0.293 0.218 -0.204
H -0.90232 0.70083 -0.94425 -0.025 -0.191 0.173
H 0.05437 1.73342 -0.10585 -0.053 0.172 0.019
H 1.29479 0.19974 1.66687 -0.412 -0.045 0.366
H 1.30102 -1.48193 1.17824 0.174 -0.067 0.013
H -1.18139 0.21697 1.45799 -0.401 0.034 -0.142
H -0.71773 -1.15712 2.43141 -0.166 -0.145 0.396
H -0.52886 -2.68899 0.20918 -0.157 -0.196 -0.077
O -3.11102 1.05313 -1.13033 -0.129 0.057 0.073
H -3.26147 1.17995 -2.07226 -0.005 -0.007 0.013
H -3.98900 1.02222 -0.73283 0.122 -0.022 -0.078

---

Entry 4:
20
Properties=species:S:1:pos:R:3:forces:R:3 method="wB97M-V/def2-TZVPD" total_charge=+1 s_squared=0.75 lumo_ha="-0.1419 / -0.3357" spin_multiplicity=2 orbital_gap_ha="0.332 / 0.133" de_lowest_kj_mol=156.8 fmax_ev_per_a=1.38 e_tot_ha=-688.02211
C -1.29572 0.07916 0.21658 0.891 0.106 -1.053
N -0.20316 0.51268 -0.68802 0.674 -0.481 -0.057
C 1.01224 -0.30568 -0.84604 -0.378 0.976 -0.747
C 1.46710 -0.71670 0.57524 -0.161 -0.960 0.108
S 2.99107 -1.69978 0.59612 -0.661 0.978 -0.042
C 2.06872 0.51893 -1.59996 -0.331 0.048 1.322
H -2.22017 0.44374 -0.21437 -0.189 0.129 0.286
H -1.10401 0.53819 1.17995 -0.330 -0.114 0.289
H -1.37016 -1.00384 0.28520 -0.125 -0.223 0.166
H -0.52097 0.68833 -1.63210 -0.254 0.228 0.108
H 0.84037 -1.19420 -1.47516 -0.107 -0.306 0.615
H 0.68835 -1.34831 0.99545 0.180 -0.283 0.172
H 1.54757 0.14630 1.23955 0.451 0.235 -0.160
H 3.78475 -0.70720 0.10410 -0.009 -0.326 0.241
H 3.03475 0.03062 -1.48575 0.117 -0.046 -0.886
H 2.18080 1.48455 -1.10234 -0.148 0.093 -0.162
H 1.75129 0.66578 -2.62506 0.329 -0.054 -0.188
H -4.27697 0.62947 2.64979 0.071 0.018 0.161
H -5.63686 0.76195 2.00297 -0.199 0.027 -0.057
O -4.73899 0.47602 1.82385 0.178 -0.045 -0.115

---

Entry 5:
21
Properties=species:S:1:pos:R:3:forces:R:3 method="wB97M-V/def2-TZVPD" total_charge=-1 s_squared=0.75 lumo_ha="0.1148 / 0.1137" spin_multiplicity=2 orbital_gap_ha="0.117 / 0.242" de_lowest_kj_mol=2.2 fmax_ev_per_a=2.98 e_tot_ha=-1086.53128
S -3.25936 1.56833 -0.15881 -1.648 1.844 -1.665
S -1.89168 0.22398 0.91079 1.425 -1.799 1.777
C -0.27475 0.51410 0.19405 0.644 -0.488 -0.472
C 0.87131 0.01476 1.10754 -1.885 -0.082 -0.187
C 1.15612 -1.47243 0.87644 1.200 0.597 1.437
N 2.21929 -1.66104 -0.09359 -0.544 -0.149 -1.010
C 3.57351 -1.73454 0.35254 0.769 -0.241 0.367
H -2.78938 2.76679 0.23307 -0.059 -0.057 0.123
H -0.13617 1.56023 -0.11057 -0.162 -0.021 0.304
H -0.15100 -0.07641 -0.72294 -0.234 0.158 -0.234
H 0.54463 0.13794 2.13992 0.159 0.274 0.083
H 1.70103 0.65773 0.89258 1.051 0.005 0.111
H 1.43828 -1.86461 1.86821 0.312 -0.248 -0.152
H 0.26782 -2.04206 0.65662 -0.438 0.116 -0.588
H 1.98301 -2.35174 -0.78426 0.120 -0.151 -0.009
H 4.31239 -1.34009 -0.35586 -0.312 -0.123 -0.274
H 3.93907 -2.73090 0.66984 -0.264 0.014 -0.136
H 3.70186 -1.11167 1.22124 -0.128 0.383 0.472
H 1.54842 -0.14255 -3.59943 -0.177 -0.129 0.513
H 1.78626 0.83180 -2.37654 -0.261 -0.522 0.002
O 1.86911 0.71732 -3.32791 0.433 0.619 -0.461

---

Entry 6:
21
Properties=species:S:1:pos:R:3:forces:R:3 method="wB97M-V/def2-TZVPD" total_charge=0 smiles=CSSC[C@@H](C)N.O lumo_ha=0.0279 spin_multiplicity=1 orbital_gap_ha=0.334 de_lowest_kj_mol=247.9 fmax_ev_per_a=6.34 e_tot_ha=-1086.48686
C -3.37439 -0.39179 2.68496 0.264 2.427 -1.425
S -2.59167 -1.81744 1.96075 -1.176 -1.132 -0.437
S -0.88179 -1.36924 1.10174 1.176 0.404 -0.308
C -1.03035 -0.49315 -0.51458 -1.834 2.252 3.537
C 0.16279 0.47633 -0.51088 -2.335 1.416 -0.259
C 0.17582 1.57841 0.61696 -0.058 -0.479 1.764
N 1.27155 -0.33564 -0.71843 6.248 -0.135 1.076
H -2.55066 0.24551 3.18991 -1.842 -1.156 -0.007
H -3.88256 0.32579 1.89626 1.001 -1.527 1.363
H -4.19841 -0.91609 3.20785 0.606 0.925 0.569
H -0.98016 -1.15084 -1.24407 1.567 -3.524 -3.398
H -2.07721 -0.23607 -0.77157 0.321 1.276 1.137
H 0.09998 1.02223 -1.45300 -0.414 0.250 -0.054
H 0.12889 2.49185 0.01822 0.395 0.360 0.790
H 1.08051 1.56152 1.42766 -1.970 -0.047 -2.387
H -0.77127 1.54809 1.27030 1.318 -0.058 -1.073
H 2.08251 0.27850 -1.18460 -2.174 -1.901 1.455
H 1.71660 -0.64646 0.23697 -1.089 0.637 -2.346
O 5.19618 -0.73006 -3.36511 -0.305 0.441 0.742
H 5.64300 -1.36165 -3.91391 0.224 -0.321 -0.539
H 4.78063 -0.07981 -3.93543 0.076 -0.108 -0.201

---

Entry 7:
21
Properties=species:S:1:pos:R:3:forces:R:3 method="wB97M-V/def2-TZVPD" total_charge=0 lumo_ha=-0.1352 spin_multiplicity=1 orbital_gap_ha=0.183 de_lowest_kj_mol=466.3 fmax_ev_per_a=1.99 e_tot_ha=-1086.40368
N 0.95816 -1.58452 -2.42635 -0.523 -1.425 0.612
C 0.27441 -1.40080 -1.16841 0.479 1.720 -0.159
C -0.96349 -0.46584 -1.26530 1.038 0.626 -1.099
S -0.77963 1.27555 -1.59982 -0.873 -1.750 0.390
S -0.38964 -1.21243 1.72782 -1.503 1.074 -0.506
C -0.15167 0.57938 1.98696 0.926 -1.420 -0.959
C -0.39205 0.93476 3.42933 -0.148 -0.636 0.666
H 1.13178 -0.79175 -3.01732 -0.106 0.350 0.245
H 0.49758 -2.32816 -2.93022 0.218 0.110 -0.424
H -0.10411 -2.30938 -0.71171 0.107 -0.509 -0.528
H 0.92199 -0.98609 -0.39107 0.248 0.138 -0.429
H -1.72515 -1.00434 -1.83454 -0.411 0.558 0.120
H -1.28194 -0.39765 -0.17745 -0.068 -0.547 1.632
H 0.85645 0.63527 1.55842 0.010 0.981 0.775
H -0.77142 1.22502 1.35272 -0.337 -0.277 -0.407
H 0.05439 0.20686 4.11312 0.428 0.242 -0.129
H -1.46069 0.82368 3.67485 0.266 0.624 -0.267
H 0.02793 1.92027 3.61696 -0.308 0.120 0.276
H 2.47588 2.23232 -0.76557 0.085 0.266 -0.043
H 1.13574 1.45218 -0.89904 0.771 0.067 0.145
O 2.08570 1.36925 -0.63610 -0.295 -0.312 0.090

---

Entry 8:
21
Properties=species:S:1:pos:R:3:forces:R:3 method="wB97M-V/def2-TZVPD" total_charge=0 smiles=CN[C@H](C)CSS.O lumo_ha=0.0246 spin_multiplicity=1 orbital_gap_ha=0.352 de_lowest_kj_mol=104.5 fmax_ev_per_a=1.72 e_tot_ha=-1086.54151
C -0.00710 -1.51845 -1.49233 -0.869 -0.068 -0.185
N 0.01380 -0.14632 -1.01276 0.071 -0.490 1.109
C -0.77161 0.06697 0.23476 0.303 0.688 -1.083
C -2.25920 -0.00799 -0.08023 -0.609 -1.270 0.982
C -0.34197 1.45402 0.76641 0.569 -0.443 -0.104
S 0.25188 1.44108 2.47173 -0.489 0.371 0.667
S 2.12144 0.64647 2.63369 0.058 -0.379 -0.072
H -0.85196 -2.11231 -1.11385 -0.294 0.330 -0.208
H 0.82765 -2.11917 -1.14304 0.597 0.226 -0.197
H -0.08345 -1.49869 -2.57955 0.274 -0.362 0.029
H -0.25163 0.54355 -1.69324 -0.206 -0.113 -0.385
H -0.46766 -0.71648 0.92801 -0.050 0.025 0.086
H -2.65741 0.93907 -0.43182 -0.041 -0.091 -0.357
H -2.87350 -0.35170 0.76661 0.278 0.680 0.309
H -2.45740 -0.86665 -0.73131 0.127 0.556 -0.603
H 0.40170 1.82542 0.06252 0.206 0.203 0.264
H -1.13160 2.20621 0.82532 -0.229 -0.240 -0.041
H 2.81528 1.74909 2.94828 -0.029 0.170 -0.267
O 2.92835 -0.36897 -0.54067 0.554 -0.233 0.091
H 2.19644 -0.52254 -1.14240 -0.240 0.240 0.125
H 2.59793 -0.64261 0.32386 0.018 0.200 -0.160

---

Entry 9:
21
Properties=species:S:1:pos:R:3:forces:R:3 method="wB97M-V/def2-TZVPD" total_charge=0 smiles=CSSC[C@@H](C)N.O lumo_ha=0.0308 spin_multiplicity=1 orbital_gap_ha=0.348 de_lowest_kj_mol=72.4 fmax_ev_per_a=1.46 e_tot_ha=-1086.55372
C -1.54048 3.25106 2.07721 -1.344 -0.073 0.556
S -1.39472 3.36972 0.29554 0.500 0.358 -0.170
S -1.14014 1.48434 -0.39738 -0.394 -0.212 0.100
C 0.56734 0.98637 -0.06377 0.357 -0.822 -0.211
C 0.59326 -0.53039 0.16855 -0.510 -0.847 -0.199
C -0.22765 -0.97572 1.39753 0.169 0.802 0.782
N 0.24719 -1.26436 -1.05432 -0.035 0.328 -0.298
H -2.39223 2.61988 2.36758 0.409 -0.275 -0.229
H -0.65294 2.96258 2.63351 0.145 0.082 -0.209
H -1.90831 4.23399 2.39491 0.539 0.113 -0.062
H 1.20952 1.20494 -0.92208 -0.076 0.188 0.138
H 0.98348 1.43049 0.82834 -0.095 0.511 0.179
H 1.61293 -0.82270 0.38152 0.530 0.331 0.152
H 0.40786 -1.45465 2.14687 0.043 -0.068 -0.159
H -1.07938 -1.63547 1.24368 0.035 0.033 -0.477
H -0.61920 -0.07353 1.88573 -0.118 -0.236 0.015
H -0.37825 -2.03330 -0.87685 -0.136 0.031 -0.076
H -0.13141 -0.67073 -1.78683 -0.008 -0.249 0.185
O 1.91519 -3.62738 -4.38045 0.004 -1.203 0.292
H 1.41150 -4.42889 -4.60765 -0.084 0.607 -0.249
H 2.51643 -4.02623 -3.73163 0.070 0.601 -0.058

---

Entry 10:
20
Properties=species:S:1:pos:R:3:forces:R:3 method="wB97M-V/def2-TZVPD" total_charge=0 lumo_ha=0.0031 spin_multiplicity=1 orbital_gap_ha=0.278 de_lowest_kj_mol=350.0 fmax_ev_per_a=4.45 e_tot_ha=-579.59950
C -2.78296 0.21649 0.72966 -3.879 1.728 -1.315
C 1.59706 -1.43366 -1.17198 1.371 0.961 0.182
C 2.01911 1.65303 -0.29587 -1.086 1.401 1.551
C -2.12725 -0.20295 -0.57305 -1.393 -0.101 0.045
N 1.03825 -0.44920 1.83521 1.114 2.726 -0.389
O -1.11325 0.58758 -0.93891 3.946 0.092 0.382
Si 1.35021 -0.00887 0.15190 -2.151 -1.044 -1.723
H -2.18346 -0.00448 1.58833 0.233 -0.103 0.552
H -3.16469 1.36278 0.73232 1.106 -2.526 0.035
H -3.75466 -0.41661 0.65074 1.299 0.933 1.065
H 2.19491 -2.33185 -0.96536 -0.357 0.210 0.601
H 0.66260 -1.70989 -1.59126 -1.216 -0.369 0.131
H 2.11112 -1.04379 -2.07990 -0.132 0.455 0.775
H 2.98359 2.03899 0.11657 -0.740 -0.680 -0.102
H 1.97965 1.91283 -1.36016 -0.260 -0.361 0.279
H 1.16166 2.23412 0.24739 1.424 -0.379 -1.078
H -2.91160 -0.17526 -1.44152 0.919 -0.417 1.360
H -1.91120 -1.26261 -0.27592 0.320 -0.056 -1.058
H 1.29233 0.29595 2.57034 -0.734 -1.442 -1.648
H 1.55858 -1.26260 2.07144 0.214 -1.028 0.355

---

Entry 11:
20
Properties=species:S:1:pos:R:3:forces:R:3 method="wB97M-V/def2-TZVPD" total_charge=+1 lumo_ha=-0.1109 spin_multiplicity=1 orbital_gap_ha=0.387 de_lowest_kj_mol=96.8 fmax_ev_per_a=3.89 e_tot_ha=-954.20827
C 0.54207 -2.44510 -0.01306 0.221 -2.023 -1.045
C 0.77931 1.30010 -1.95887 -1.944 -1.351 1.633
C 0.70209 0.80218 1.34001 0.076 -2.216 -2.365
C -2.20925 1.67462 -0.10047 -1.975 -0.264 -3.345
N 0.93921 -1.38313 -1.02862 0.235 -0.449 0.594
P 0.25754 0.11282 -0.72850 0.877 0.843 3.317
S -1.79083 -0.06448 -0.53736 -0.730 -0.318 -0.603
H 0.06610 -3.37323 -0.54873 0.540 2.025 0.798
H 1.41542 -2.93868 0.53989 -1.021 1.391 -0.604
H -0.19898 -1.97579 0.65335 0.444 -0.590 -0.022
H 1.73260 1.55848 -1.78701 3.700 0.823 0.639
H 0.21912 2.18006 -1.98468 -1.273 1.215 0.134
H 0.69929 0.77652 -2.83091 -0.210 -1.141 -2.756
H -0.07418 0.38000 1.96188 -0.155 -0.932 -0.171
H 0.61076 1.82509 1.60923 0.611 1.258 -0.742
H 1.68386 0.32371 1.49561 -0.477 0.548 0.176
H -2.32081 2.29438 -1.06260 0.620 -0.795 1.645
H -1.50632 1.94159 0.57766 2.286 1.527 1.727
H -3.16419 1.76385 0.41264 -0.147 -0.706 -0.082
H 1.75354 -1.65574 -1.65850 -1.678 1.154 1.072

---

Entry 12:
19
Properties=species:S:1:pos:R:3:forces:R:3 method="wB97M-V/def2-TZVPD" total_charge=0 smiles=CCN.CSC lumo_ha=0.0369 spin_multiplicity=1 orbital_gap_ha=0.346 de_lowest_kj_mol=153.6 fmax_ev_per_a=3.36 e_tot_ha=-613.07053
C 2.50882 -0.32082 0.76882 0.969 -1.610 2.791
C 2.63964 1.19908 0.97962 1.413 0.104 2.446
N 1.77908 1.40107 2.25107 2.252 1.173 0.392
H 2.25759 -0.72489 1.82140 -0.230 0.780 -1.361
H 3.44985 -0.89528 0.75649 0.119 0.637 -1.121
H 1.77022 -0.84460 0.16167 -0.011 0.885 -0.472
H 2.38512 1.89086 0.22986 -1.093 0.316 -1.282
H 3.76214 1.58552 1.18021 -2.128 -1.430 -0.264
H 2.52200 1.13614 2.94154 -1.299 -0.145 -0.235
H 1.67947 2.40356 2.53329 -0.009 -0.712 -0.900
C -1.73034 -2.03455 -0.90939 -0.273 0.798 -1.002
S -2.23778 -0.30935 -0.59315 1.012 0.296 -0.907
C -1.18379 0.46678 -1.90251 -0.487 -0.348 -0.109
H -2.20038 -2.37748 -1.86896 0.440 0.048 1.011
H -0.63208 -2.12565 -0.97110 -0.509 0.018 0.168
H -2.12664 -2.52100 -0.03737 -0.028 -0.785 0.102
H -1.44828 0.06938 -2.87956 -0.576 0.075 -0.139
H -0.15201 0.11896 -1.82358 0.120 0.565 0.619
H -1.32202 1.56377 -1.93016 0.319 -0.666 0.263